Record 1
This record from the OMol25 dataset describes the molecule C3H3NO2. The level of theory is ωB97M-V/def2-TZVPD.

```
9
Properties=species:S:1:pos:R:3:lowdin_charge:R:1
N -2.651 0.817 0.411 0.1555
C -1.949 0.379 -0.402 -0.1157
C -0.579 -0.255 -0.141 -0.1819
O 0.477 0.628 -0.529 -0.0118
C 1.626 0.137 -0.030 -0.3240
O 1.647 -0.892 0.593 0.0706
H -0.471 -1.233 -0.608 0.1270
H -0.611 -0.335 0.949 0.1264
H 2.510 0.755 -0.243 0.1539
```

Results
Orbital gap = 11.42 eV
SMILES string = N#CCOC=O
DFT total energy = -8742.77516 eV
Strongest force on any atom = 2.63 eV Å⁻¹
LUMO level = 0.0157 eV

Record 2
This record from the OMol25 dataset describes the molecule C3H3NO2. The level of theory is ωB97M-V/def2-TZVPD.

```
9
Properties=species:S:1:pos:R:3:lowdin_charge:R:1
N -1.277 -2.040 -0.396 0.1797
C -0.435 -1.254 -0.297 -0.1710
C 0.530 -0.143 -0.156 -0.3468
O 0.787 0.484 -1.365 0.0234
C -0.175 0.658 0.935 -0.2166
O -0.398 1.832 0.933 0.1126
H 1.477 -0.543 0.239 0.1696
H 0.030 1.043 -1.596 0.1188
H -0.537 -0.038 1.703 0.1303
```

Results
Orbital gap = 11.23 eV
SMILES string = N#C[C@@H](O)C=O
DFT total energy = -8743.19139 eV
Strongest force on any atom = 1.63 eV Å⁻¹
LUMO level = 0.3084 eV

Record 3
This record from the OMol25 dataset describes the molecule C3H3NO2. The level of theory is ωB97M-V/def2-TZVPD.

```
9
Properties=species:S:1:pos:R:3:lowdin_charge:R:1
O 2.234 -0.642 1.069 0.1303
C 1.153 -0.405 0.611 -0.5157
N 0.649 0.790 0.081 0.1040
C -0.755 0.643 0.008 -0.0901
C -1.034 -0.621 0.318 -0.0945
O 0.119 -1.315 0.602 0.0717
H 1.141 1.144 -0.732 0.1546
H -1.420 1.495 -0.037 0.1159
H -1.959 -1.159 0.455 0.1238
```

Results
Orbital gap = 9.97 eV
SMILES string = O=c1[nH]cco1
DFT total energy = -8744.17298 eV
Strongest force on any atom = 0.74 eV Å⁻¹
LUMO level = 0.7798 eV

Record 4
This record from the OMol25 dataset describes a cluster of 2 separate species, C3H3NO2 in total. The level of theory is ωB97M-V/def2-TZVPD.

```
9
Properties=species:S:1:pos:R:3:lowdin_charge:R:1
C -0.142 -0.257 -0.790 -0.0448
C 0.757 0.514 -0.363 -0.0273
C 1.446 -0.679 -0.847 -0.0966
N -1.791 1.217 1.349 -0.1784
O -1.790 0.051 1.134 0.0598
O -1.270 1.890 2.173 0.1103
H -0.983 -0.823 -0.845 0.0490
H 1.927 -1.223 -0.012 0.0867
H 1.846 -0.689 -1.799 0.0414
```

Results
Orbital gap (alpha / beta) = 8.97 / 7.12 eV
DFT total energy = -8735.51315 eV
Strongest force on any atom = 2.44 eV Å⁻¹
LUMO level (alpha / beta) = -0.9934 / -1.6773 eV

Record 5
This record from the OMol25 dataset describes a structure of composition C3H3NO2. The level of theory is ωB97M-V/def2-TZVPD.

```
9
Properties=species:S:1:pos:R:3:lowdin_charge:R:1
O 0.052 1.707 -0.223 0.0388
C -0.065 0.546 0.445 -0.2962
C -1.256 -0.326 0.314 -0.1414
O -2.205 -0.531 -0.317 0.1784
C 1.094 -0.934 -0.128 -0.2373
N 2.072 -0.748 -0.771 0.0976
H 0.174 1.433 -1.151 0.1294
H 0.160 0.735 1.489 0.1299
H 0.484 -1.772 0.320 0.1007
```

Results
Orbital gap (alpha / beta) = 6.43 / 8.23 eV
DFT total energy = -8739.61248 eV
Strongest force on any atom = 1.66 eV Å⁻¹
LUMO level (alpha / beta) = -1.7286 / -0.6154 eV

Record 6
This record from the OMol25 dataset describes the molecule C3H3NO2. The level of theory is ωB97M-V/def2-TZVPD.

```
9
Properties=species:S:1:pos:R:3:lowdin_charge:R:1
O -2.039 -0.021 0.065 0.0910
C -0.809 -0.035 -0.045 -0.5405
C 0.059 1.090 -0.085 -0.0343
C 1.474 0.505 0.042 -0.1193
N 1.391 -0.675 0.024 0.1161
O 0.021 -1.059 -0.055 0.0600
H -0.021 1.698 -0.940 0.1162
H -0.339 1.518 0.980 0.2080
H 2.433 0.790 0.241 0.1028
```

Results
Orbital gap = 11.19 eV
SMILES string = O=C1CC=NO1
DFT total energy = -8741.62740 eV
Strongest force on any atom = 8.16 eV Å⁻¹
LUMO level = 0.6059 eV

Record 7
This record from the OMol25 dataset describes the molecule C3H3NO2. The level of theory is ωB97M-V/def2-TZVPD.

```
9
Properties=species:S:1:pos:R:3:lowdin_charge:R:1
O -1.583 1.460 0.527 0.1411
C -0.655 0.777 0.212 -0.4489
C -0.632 -0.671 -0.165 -0.1168
N 0.772 -1.018 -0.310 0.0842
C 1.395 0.060 -0.071 -0.1738
O 0.667 1.182 0.255 0.0877
H -1.213 -1.085 0.689 0.1510
H -1.220 -0.913 -1.052 0.1357
H 2.471 0.208 -0.085 0.1399
```

Results
Orbital gap = 11.39 eV
SMILES string = O=C1CN=CO1
DFT total energy = -8744.27330 eV
Strongest force on any atom = 1.13 eV Å⁻¹
LUMO level = 0.8102 eV

Record 8
This record from the OMol25 dataset describes the molecule C3H3NO2. The level of theory is ωB97M-V/def2-TZVPD.

```
9
Properties=species:S:1:pos:R:3:lowdin_charge:R:1
O 2.066 -0.005 -0.097 0.0789
C 0.808 -0.338 0.254 -0.4452
C -0.174 0.674 0.039 -0.0131
C -1.305 -0.046 -0.005 -0.1091
O -1.057 -1.328 0.279 -0.0356
N 0.318 -1.528 0.434 0.1509
H 1.673 0.611 -0.763 0.1191
H -0.006 1.741 0.096 0.1240
H -2.323 0.219 -0.236 0.1302
```

Results
Orbital gap = 10.91 eV
SMILES string = Oc1ccon1
DFT total energy = -8741.94711 eV
Strongest force on any atom = 2.31 eV Å⁻¹
LUMO level = 0.7031 eV

Record 9
This record from the OMol25 dataset describes the molecule C3H3NO2S. The level of theory is ωB97M-V/def2-TZVPD.

```
10
Properties=species:S:1:pos:R:3:lowdin_charge:R:1
O 2.275 -0.237 -0.393 0.0503
C 1.048 -0.299 -0.227 -0.4919
C 0.187 0.923 0.100 -0.0375
C -1.330 0.503 0.076 -0.7055
O -2.273 1.207 0.490 -0.0240
S -1.505 -1.147 -0.151 1.0599
N 0.185 -1.429 -0.209 -0.2719
H 0.301 1.653 -0.671 0.1239
H 0.550 1.289 1.015 0.1199
H 0.561 -2.464 -0.031 0.1768
```

Results
Orbital gap = 9.58 eV
SMILES string = O=C1CC(=O)SN1
DFT total energy = -19578.99865 eV
Strongest force on any atom = 5.00 eV Å⁻¹
LUMO level = 0.1573 eV

Record 10
This record from the OMol25 dataset describes the molecule C3H3NO2S. The level of theory is ωB97M-V/def2-TZVPD.

```
10
Properties=species:S:1:pos:R:3:lowdin_charge:R:1
N -2.945 -1.629 0.129 0.0595
C -2.256 -0.549 0.264 -0.5222
S -1.628 0.937 -0.489 0.8460
C 0.130 1.070 0.159 -0.3587
C 0.979 -0.198 -0.375 -0.5256
O 0.448 -1.143 -0.978 0.0262
O 2.152 -0.427 0.266 0.0403
H 0.306 1.077 1.296 0.1064
H 0.337 2.234 -0.178 0.1268
H 2.477 -1.372 -0.095 0.2012
```

Results
Orbital gap = 9.59 eV
SMILES string = N#CSCC(=O)O
DFT total energy = -19577.24513 eV
Strongest force on any atom = 10.59 eV Å⁻¹
LUMO level = -0.2937 eV